{
  "formula": "CH14O7",
  "method": "the ωB97M-V functional and the def2-TZVPD basis",
  "species": ["O", "C", "H", "H", "H", "H", "O", "H", "H", "O", "H", "H", "O", "H", "H", "O", "H", "H", "O", "H", "H", "O"],
  "xyz": [[2.41114, 1.02262, -1.63430], [1.75141, 0.12955, -1.93585], [-3.19623, 1.72043, 0.73683], [0.75901, 0.54501, -1.94714], [-0.87935, 0.26602, 0.86215], [-1.09564, 1.10421, 1.70962], [-0.59775, 0.25994, 1.77663], [-1.53763, -2.93980, 0.50834], [-2.77870, -2.09541, 0.68854], [-1.95588, -2.12702, 0.11453], [-2.57621, 0.92759, -0.30866], [2.08250, 1.85969, 2.24703], [-2.38871, 1.64920, 0.16706], [2.94740, -0.69161, 1.11564], [1.79326, -1.61279, 0.21424], [2.05034, -1.05396, 0.96819], [1.88470, 1.05090, 0.97269], [2.15689, 1.83595, -1.12914], [2.35548, 1.30724, 1.68016], [-1.55194, -0.55313, -1.63612], [-0.31641, -1.62244, -2.65162], [-1.31766, -0.98220, -2.51882]],
  "forces_ev_per_angstrom": [[6.2, 3.6, 2.0], [-3.4, -1.9, -1.1], [1.0, 0.3, -0.6], [-2.7, -1.9, -0.6], [0.5, -2.2, -1.2], [0.3, 0.4, 2.2], [-0.7, 1.7, -0.7], [-0.3, 1.2, -0.7], [1.3, 0.2, -1.1], [-1.0, -1.2, 1.9], [-1.2, -4.3, -3.1], [-4.0, 6.5, 6.1], [-0.2, 4.2, 3.5], [-0.4, -1.0, -0.7], [1.4, 0.0, 0.6], [-1.0, 0.4, -0.4], [-3.6, -1.2, -2.4], [0.0, 0.3, -0.1], [7.6, -4.8, -3.4], [1.4, -1.9, -1.2], [-5.1, 3.1, 1.6], [3.8, -1.4, -0.5]],
  "mulliken_spin": [0.06, 0.74, 0.00, 0.12, 0.00, 0.00, 0.00, 0.00, 0.00, 0.00, 0.00, 0.00, 0.00, 0.00, 0.00, 0.01, 0.00, 0.06, 0.00, 0.00, 0.00, 0.01],
  "s_squared": 0.7528,
  "homo_lumo_gap_ev": [7.307, 5.432],
  "total_energy_ha": -572.5667,
  "total_charge": 1,
  "multiplicity": 2,
  "lumo_ev": [-6.84, -8.72]
}